Entry 1:
The following is a DFT calculation (ωB97M-V with the def2-TZVPD basis set) of a structure of composition C8H18F3I2IrO4P2S in a non-equilibrium geometry.

```
39
Properties=species:S:1:pos:R:3:nbo_charge:R:1
I 0.067 -3.034 -0.108 0.659
I -1.651 2.162 -0.941 0.479
Ir -0.554 -0.398 0.095 0.579
P 1.820 -0.293 -1.957 1.889
C 3.479 -0.275 -1.315 -0.987
C 1.689 -1.898 -2.739 -1.049
H 2.374 -1.754 -3.580 0.323
H 2.066 0.631 -3.992 0.291
H 0.741 -2.198 -3.181 0.282
H 0.306 0.690 -3.612 0.279
H 3.404 -1.028 -0.518 0.258
H 2.087 -2.736 -2.168 0.267
C 1.322 0.853 -3.223 -1.011
H 4.187 -0.580 -2.095 0.288
H 1.425 1.846 -2.780 0.283
H 3.752 0.677 -0.842 0.307
P -2.477 -0.860 0.798 1.140
C -2.253 -0.628 2.597 -0.956
C -3.735 0.357 0.304 -0.964
H -3.295 -2.700 -0.501 0.275
H -4.277 -2.366 0.942 0.304
H -2.718 -3.233 1.102 0.267
C -3.255 -2.453 0.562 -0.979
H -3.800 0.382 -0.789 0.266
H -4.690 0.075 0.744 0.308
H -3.247 -0.726 3.033 0.284
H -1.843 0.369 2.804 0.266
H -3.426 1.355 0.658 0.254
H -1.583 -1.392 3.008 0.260
C 0.532 -0.521 1.605 0.535
O 1.228 -0.361 2.514 -0.290
F 1.670 2.513 3.774 -0.262
C 1.088 3.003 2.676 0.843
F -0.163 2.473 2.555 -0.344
F 0.994 4.332 2.743 -0.258
S 2.089 2.423 1.027 1.638
O 2.266 3.404 -0.032 -0.784
O 3.249 1.675 1.479 -0.798
O 1.131 0.214 -0.650 -1.140
```

The energy above the lowest of the compared OMol25 structures with the same formula, charge and spin comes out at 2.450 eV. Its gap between HOMO and LUMO (alpha / beta) is 5.73 / 4.63 eV. Its total charge is +3. Its spin multiplicity is 6. For the HOMO energy (alpha / beta), the calculation gives -18.09 / -20.31 eV. The value obtained for the total energy is -73348.882 eV. The value obtained for the largest force on an atom is 7.1 eV Å⁻¹.



Entry 2:
The following is a DFT calculation (ωB97M-V with the def2-TZVPD basis set) of a structure of composition C8H18F6KO14P2PtS2 in a non-equilibrium geometry.

```
52
Properties=species:S:1:pos:R:3:nbo_charge:R:1
Pt -2.452 -2.774 -2.891 1.548
K 2.202 -3.877 -1.781 0.985
C -1.672 -6.674 -0.356 0.754
F -0.688 -7.408 -0.852 -0.301
F -2.765 -6.848 -1.093 -0.308
F -1.918 -7.039 0.879 -0.280
S -1.186 -4.851 -0.321 2.306
O -1.916 -4.348 0.816 -0.929
O 0.260 -4.822 -0.153 -0.990
O -1.612 -4.196 -1.593 -1.079
C 0.448 0.962 -2.300 0.762
F -0.694 1.621 -2.264 -0.294
F 0.909 0.923 -3.552 -0.308
F 1.324 1.567 -1.527 -0.286
S 0.288 -0.845 -1.752 2.329
O 0.268 -0.767 -0.321 -0.939
O -0.948 -1.419 -2.321 -1.076
O 1.444 -1.549 -2.241 -1.029
C -4.957 -3.065 2.012 -0.260
O -4.631 -2.986 0.636 -0.816
P -4.463 -1.625 -0.168 2.649
O -3.710 -1.784 -1.429 -1.159
O -5.953 -1.090 -0.236 -0.792
C -7.064 -1.796 -0.757 -0.255
O -3.898 -0.597 0.891 -0.797
C -2.531 -0.642 1.354 -0.262
H -4.493 -4.000 2.319 0.218
H -6.036 -3.098 2.204 0.189
H -4.669 -2.251 2.681 0.201
H -7.597 -2.332 0.027 0.199
H -6.839 -2.526 -1.540 0.184
H -7.751 -1.104 -1.240 0.212
H -2.548 -0.631 2.440 0.207
H -2.049 0.279 1.026 0.207
H -1.954 -1.462 0.931 0.211
C 3.756 5.428 2.382 -0.269
O 4.869 4.563 2.315 -0.797
P 5.823 4.604 1.023 2.552
O 6.991 3.710 1.169 -1.076
O 4.810 4.276 -0.201 -0.815
C 4.391 2.922 -0.361 -0.265
O 6.107 6.169 0.760 -0.806
C 7.204 6.528 -0.064 -0.265
H 3.749 6.070 3.273 0.192
H 2.838 4.857 2.523 0.183
H 3.657 6.185 1.603 0.200
H 5.112 2.218 0.066 0.202
H 4.495 2.682 -1.419 0.191
H 3.398 2.756 0.046 0.184
H 7.308 5.993 -1.002 0.196
H 8.154 6.474 0.488 0.194
H 7.189 7.619 -0.131 0.201
```

The energy above the lowest of the compared OMol25 structures with the same formula, charge and spin comes out at 0.000 eV. Its gap between HOMO and LUMO (alpha / beta) is 6.32 / 5.44 eV. Its total charge is +1. Its spin multiplicity is 3. For the HOMO energy (alpha / beta), the calculation gives -12.01 / -12.01 eV. The value obtained for the total energy is -113373.317 eV. The value obtained for the largest force on an atom is 4.2 eV Å⁻¹.



Entry 3:
The following is a DFT calculation (ωB97M-V with the def2-TZVPD basis set) of a cluster of 3 separate species, C8H18FN2O10P2 in total.

```
41
Properties=species:S:1:pos:R:3:nbo_charge:R:1
N -3.348 -1.063 4.329 -1.279
P -3.053 0.425 3.964 1.305
C -3.924 1.263 2.504 -0.035
O -4.750 2.286 3.035 -0.703
C -4.780 0.323 1.557 0.733
O -5.638 0.965 0.948 -0.729
O -4.433 -0.863 1.486 -0.723
N -2.997 2.010 1.646 -0.351
F -1.942 1.172 1.250 -0.251
P -2.419 3.468 2.253 1.650
O -1.740 3.466 3.564 -1.115
H -3.765 -1.133 5.245 0.359
H -3.382 1.281 5.040 -0.100
H -1.703 0.695 3.706 -0.069
H -4.720 2.254 3.995 0.476
H -3.506 4.328 2.224 -0.064
H -1.582 3.888 1.215 -0.101
C -1.043 -0.295 -0.904 -0.264
O -0.357 -0.726 -2.101 -0.513
C -0.022 -2.010 -2.109 0.976
O -0.236 -2.800 -1.233 -0.626
O 0.595 -2.282 -3.269 -0.513
C 0.992 -3.646 -3.400 -0.255
H -1.247 0.759 -1.039 0.200
H -1.979 -0.831 -0.774 0.228
H -0.408 -0.435 -0.033 0.194
H 0.127 -4.305 -3.354 0.195
H 1.707 -3.916 -2.625 0.193
H 1.465 -3.730 -4.374 0.188
C 7.061 0.439 -1.437 -0.254
O 5.709 0.888 -1.480 -0.497
C 4.839 -0.039 -1.896 0.979
O 5.125 -1.163 -2.219 -0.652
O 3.628 0.495 -1.889 -0.491
C 2.579 -0.393 -2.313 -0.265
H 7.649 1.282 -1.087 0.190
H 7.170 -0.394 -0.745 0.191
H 7.402 0.143 -2.428 0.188
H 2.522 -1.252 -1.647 0.189
H 2.749 -0.717 -3.336 0.194
H 1.657 0.162 -2.269 0.221
```

Its gap between HOMO and LUMO is 7.04 eV. Its total charge is -1. For the HOMO energy, the calculation gives -4.77 eV. The value obtained for the total energy is -53336.846 eV. The value obtained for the largest force on an atom is 1.0 eV Å⁻¹.



Entry 4:
The following is a DFT calculation (ωB97M-V with the def2-TZVPD basis set) of a structure of composition C8H18KO11 in a non-equilibrium geometry.

```
38
Properties=species:S:1:pos:R:3:nbo_charge:R:1
K 12.787 -18.107 -1.834 0.971
C 3.064 -19.476 -4.112 -0.733
C 3.851 -19.945 -5.421 0.749
O 3.443 -20.919 -6.110 -0.816
O 4.931 -19.380 -5.837 -0.814
H 2.262 -18.799 -4.404 0.189
H 3.725 -18.792 -3.580 0.218
H 2.666 -20.285 -3.499 0.207
C 4.990 -11.381 2.732 -0.728
C 4.195 -10.683 3.858 0.748
O 4.019 -9.428 3.779 -0.814
O 3.923 -11.355 4.904 -0.809
H 5.932 -11.756 3.134 0.202
H 5.170 -10.658 1.937 0.196
H 4.378 -12.190 2.333 0.206
C 5.182 -21.719 0.162 -0.722
C 5.145 -21.911 1.644 0.734
O 4.123 -22.259 2.258 -0.816
O 6.210 -21.805 2.256 -0.808
H 4.367 -22.251 -0.330 0.195
H 6.169 -22.004 -0.203 0.204
H 5.010 -20.674 -0.095 0.216
C 6.780 -15.915 -0.643 -0.732
C 8.123 -16.263 -1.401 0.772
O 8.475 -17.481 -1.605 -0.814
O 8.846 -15.270 -1.783 -0.848
H 5.996 -15.574 -1.319 0.219
H 6.968 -15.185 0.144 0.205
H 6.493 -16.768 -0.028 0.222
O 9.297 -21.282 -2.906 -0.934
H 9.116 -20.472 -2.429 0.493
H 9.880 -21.017 -3.617 0.443
O 6.744 -17.209 4.389 -0.926
H 6.008 -16.618 4.227 0.473
H 7.449 -16.637 4.692 0.453
O 9.403 -11.944 -3.637 -0.956
H 10.027 -12.274 -4.284 0.452
H 9.145 -12.718 -3.136 0.503
```

Its gap between HOMO and LUMO is 1.41 eV. Its total charge is -3. For the HOMO energy, the calculation gives 0.22 eV. The value obtained for the total energy is -47432.776 eV. The value obtained for the largest force on an atom is 3.0 eV Å⁻¹.



Entry 5:
The following is a DFT calculation (ωB97M-V with the def2-TZVPD basis set) of the ion C8H18N with charge +1 in a non-equilibrium geometry.

```
27
Properties=species:S:1:pos:R:3:nbo_charge:R:1
C 1.157 -2.453 0.782 -0.645
C 1.224 -0.911 0.795 -0.045
N 1.173 -0.668 2.250 -0.672
C 0.024 -0.226 0.114 -0.236
C 0.009 -0.382 -1.423 -0.404
C -1.187 0.309 -2.040 -0.397
C -1.342 1.779 -1.585 -0.403
C -1.284 1.952 -0.042 -0.395
C -0.035 1.253 0.520 -0.417
H 2.108 -2.899 1.144 0.231
H 1.038 -2.781 -0.272 0.257
H 0.277 -2.825 1.338 0.216
H 2.202 -0.585 0.311 0.243
H 1.237 0.323 2.427 0.445
H 1.950 -1.176 2.722 0.450
H 0.272 -1.013 2.589 0.441
H -0.851 -0.730 0.538 0.201
H 0.899 0.017 -1.893 0.215
H -0.065 -1.441 -1.723 0.221
H -1.110 0.314 -3.131 0.230
H -2.082 -0.230 -1.779 0.203
H -0.628 2.410 -2.068 0.206
H -2.330 2.154 -1.940 0.228
H -2.185 1.513 0.411 0.203
H -1.309 3.048 0.221 0.231
H 0.002 1.421 1.596 0.176
H 0.836 1.829 0.139 0.218
```

The energy above the lowest of the compared OMol25 structures with the same formula, charge and spin comes out at 0.000 eV. Its gap between HOMO and LUMO is 10.78 eV. Its total charge is +1. As for the SMILES: C[C@H]([NH3+])C1CCCCC1. For the HOMO energy, the calculation gives -14.15 eV. The value obtained for the total energy is -10072.005 eV. The value obtained for the largest force on an atom is 2.4 eV Å⁻¹.



Entry 6:
The following is a DFT calculation (ωB97M-V with the def2-TZVPD basis set) of the molecule C8H18N2 in a non-equilibrium geometry.

```
28
Properties=species:S:1:pos:R:3:nbo_charge:R:1
H 2.195 -1.078 2.842 0.321
N 1.517 -1.259 2.093 -0.773
C 1.271 -0.223 1.373 0.458
N 1.802 0.981 1.751 -0.857
C 0.395 -0.522 -0.279 0.042
C 0.082 -2.022 -0.303 -0.658
C 1.477 -0.196 -1.305 -0.644
C -0.767 0.410 -0.165 0.004
C -0.546 1.907 -0.381 -0.623
C -1.747 0.140 0.970 -0.647
C -1.581 -0.067 -1.715 -0.626
H 1.313 1.831 1.523 0.380
H 2.267 1.048 2.651 0.378
H -0.866 -2.322 0.148 0.218
H 0.832 -2.593 0.252 0.262
H 0.092 -2.435 -1.313 0.211
H 1.174 -0.488 -2.313 0.213
H 2.389 -0.745 -1.053 0.230
H 1.754 0.859 -1.325 0.213
H -0.147 2.406 0.500 0.188
H -1.504 2.407 -0.562 0.222
H 0.100 2.132 -1.231 0.217
H -1.712 0.892 1.760 0.212
H -2.784 0.087 0.628 0.218
H -1.598 -0.796 1.516 0.232
H -2.538 0.458 -1.660 0.198
H -1.021 0.303 -2.573 0.201
H -1.849 -1.117 -1.831 0.210
```

The energy above the lowest of the compared OMol25 structures with the same formula, charge and spin comes out at 1.961 eV. Its gap between HOMO and LUMO is 9.43 eV. As for the SMILES: [H]/N=C(\N)C(C)(C)C(C)(C)C. For the HOMO energy, the calculation gives -8.66 eV. The value obtained for the total energy is -11566.440 eV. The value obtained for the largest force on an atom is 5.1 eV Å⁻¹.



Entry 7:
The following is a DFT calculation (ωB97M-V with the def2-TZVPD basis set) of the molecule C8H18N2O3 in a non-equilibrium geometry.

```
31
Properties=species:S:1:pos:R:3:nbo_charge:R:1
C -4.168 -0.938 -0.630 -0.598
C -2.752 -1.128 0.122 -0.399
C -1.716 -0.130 -0.355 -0.406
C -1.448 1.064 0.583 -0.467
C -0.522 2.021 -0.234 0.385
O -0.358 3.249 0.326 -0.715
O 0.650 1.262 -0.543 -0.449
N 1.495 0.763 0.546 0.271
O 1.188 1.269 1.656 -0.619
C 2.533 0.008 0.299 0.376
C 3.401 -0.113 1.509 -0.674
N 2.688 -0.509 -0.942 -0.605
C 3.975 -0.890 -1.425 -0.404
H -4.715 -0.104 -0.329 0.203
H -4.711 -1.825 -0.535 0.207
H -3.790 -0.744 -1.643 0.197
H -2.249 -2.126 0.006 0.202
H -2.946 -1.017 1.137 0.198
H -1.949 0.413 -1.296 0.194
H -0.664 -0.605 -0.423 0.203
H -0.893 0.916 1.615 0.248
H -2.398 1.510 0.834 0.203
H -0.935 2.236 -1.304 0.174
H 0.213 3.085 1.136 0.499
H 2.862 -0.663 2.282 0.251
H 4.294 -0.722 1.423 0.228
H 3.424 0.839 1.938 0.262
H 1.906 -0.163 -1.518 0.428
H 3.986 -1.890 -1.639 0.196
H 4.289 -0.274 -2.329 0.201
H 4.816 -0.611 -0.729 0.210
```

The energy above the lowest of the compared OMol25 structures with the same formula, charge and spin comes out at 0.872 eV. Its gap between HOMO and LUMO is 8.30 eV. As for the SMILES: CCCC[C@@H](O)O/[N+]([O-])=C(/C)NC. For the HOMO energy, the calculation gives -7.60 eV. The value obtained for the total energy is -17705.493 eV. The value obtained for the largest force on an atom is 4.5 eV Å⁻¹.



Repeat the seventh record exactly.
The following is a DFT calculation (ωB97M-V with the def2-TZVPD basis set) of the molecule C8H18N2O3 in a non-equilibrium geometry.

```
31
Properties=species:S:1:pos:R:3:nbo_charge:R:1
C -4.168 -0.938 -0.630 -0.598
C -2.752 -1.128 0.122 -0.399
C -1.716 -0.130 -0.355 -0.406
C -1.448 1.064 0.583 -0.467
C -0.522 2.021 -0.234 0.385
O -0.358 3.249 0.326 -0.715
O 0.650 1.262 -0.543 -0.449
N 1.495 0.763 0.546 0.271
O 1.188 1.269 1.656 -0.619
C 2.533 0.008 0.299 0.376
C 3.401 -0.113 1.509 -0.674
N 2.688 -0.509 -0.942 -0.605
C 3.975 -0.890 -1.425 -0.404
H -4.715 -0.104 -0.329 0.203
H -4.711 -1.825 -0.535 0.207
H -3.790 -0.744 -1.643 0.197
H -2.249 -2.126 0.006 0.202
H -2.946 -1.017 1.137 0.198
H -1.949 0.413 -1.296 0.194
H -0.664 -0.605 -0.423 0.203
H -0.893 0.916 1.615 0.248
H -2.398 1.510 0.834 0.203
H -0.935 2.236 -1.304 0.174
H 0.213 3.085 1.136 0.499
H 2.862 -0.663 2.282 0.251
H 4.294 -0.722 1.423 0.228
H 3.424 0.839 1.938 0.262
H 1.906 -0.163 -1.518 0.428
H 3.986 -1.890 -1.639 0.196
H 4.289 -0.274 -2.329 0.201
H 4.816 -0.611 -0.729 0.210
```

The energy above the lowest of the compared OMol25 structures with the same formula, charge and spin comes out at 0.872 eV. Its gap between HOMO and LUMO is 8.30 eV. As for the SMILES: CCCC[C@@H](O)O/[N+]([O-])=C(/C)NC. For the HOMO energy, the calculation gives -7.60 eV. The value obtained for the total energy is -17705.493 eV. The value obtained for the largest force on an atom is 4.5 eV Å⁻¹.